No. 1
Density functional theory data (ωB97M-V/def2-TZVPD) for a molecular structure, C47H70As2F12FeN13O15Sn.

Geometry as ORCA input:
```
! wB97M-V def2-TZVPD RIJCOSX def2/J DEFGRID3
* xyz 0 6
Fe -3.285 -13.711 21.955
Sn -5.624 -16.717 25.629
C 0.456 -14.065 18.884
C 0.655 -12.874 19.979
C 1.841 -11.951 19.525
C 1.361 -10.863 18.493
C 0.171 -10.086 19.007
C -1.034 -10.988 19.266
N -0.597 -12.080 20.241
O -1.733 -12.916 20.674
C -1.706 -11.564 17.973
C -2.064 -10.061 19.953
C 1.117 -13.493 21.288
H 0.072 -13.630 17.961
H -0.169 -14.899 19.205
H 1.425 -14.506 18.648
H 2.652 -12.483 19.026
H 2.362 -11.538 20.388
H 1.139 -11.432 17.590
H 2.251 -10.274 18.271
H -0.027 -9.353 18.225
H 0.440 -9.482 19.873
H -2.201 -12.526 18.101
H -0.987 -11.782 17.184
H -2.440 -10.808 17.694
H -2.396 -9.249 19.306
H -1.681 -9.608 20.867
H -2.996 -10.598 20.128
H 2.148 -13.833 21.191
H 0.403 -14.253 21.606
H 1.188 -12.807 22.132
As -9.651 -17.710 23.680
F -10.699 -16.850 24.901
F -11.137 -17.654 22.598
F -8.759 -18.605 22.409
F -8.179 -17.634 24.729
F -10.137 -19.296 24.381
F -9.128 -16.126 22.956
As -1.194 -14.896 24.820
F -2.601 -15.937 24.941
F -0.330 -16.268 24.068
F 0.201 -13.775 24.700
F -2.213 -13.624 25.550
F -0.689 -15.406 26.406
F -1.817 -14.344 23.195
O -4.879 -13.291 20.754
C -6.076 -13.910 21.237
C -6.023 -14.349 22.790
O -4.688 -14.563 23.262
H -6.217 -14.791 20.611
H -6.972 -13.297 21.145
H -6.658 -15.131 23.206
H -6.298 -13.510 23.429
C -9.744 -13.542 24.414
N -8.584 -13.428 25.318
O -7.993 -12.358 25.377
O -8.182 -14.429 25.907
H -9.386 -13.017 23.528
H -10.565 -12.933 24.794
H -10.077 -14.569 24.263
C -5.992 -8.215 19.459
N -7.273 -7.473 19.788
O -8.207 -8.021 20.368
O -7.228 -6.256 19.563
H -6.167 -9.286 19.554
H -5.244 -7.997 20.221
H -5.550 -7.996 18.487
C -6.261 -17.767 20.523
N -5.619 -18.423 21.738
O -5.638 -17.795 22.817
O -5.143 -19.521 21.525
H -6.754 -18.523 19.913
H -5.565 -17.301 19.826
H -6.963 -16.991 20.828
C -8.072 -14.492 17.146
N -8.940 -13.358 17.475
O -9.292 -13.271 18.659
O -8.828 -12.513 16.595
H -8.135 -14.509 16.058
H -8.345 -15.478 17.520
H -7.073 -14.260 17.517
C -9.476 -11.178 21.303
N -9.057 -10.467 22.502
O -9.844 -10.125 23.327
O -7.864 -10.247 22.633
H -10.482 -10.801 21.116
H -9.488 -12.233 21.575
H -8.846 -10.888 20.462
C -5.289 -11.583 18.052
N -5.582 -10.968 16.709
O -6.166 -11.617 15.851
O -5.084 -9.870 16.492
H -4.681 -12.460 17.832
H -6.275 -11.896 18.396
H -4.780 -10.904 18.736
N -5.427 -13.997 27.174
C -5.702 -13.825 28.509
C -5.647 -12.583 29.117
C -5.197 -11.482 28.379
C -4.844 -11.673 27.069
C -5.032 -12.904 26.449
H -6.230 -14.596 29.049
H -6.086 -12.436 30.092
H -5.244 -10.495 28.816
H -4.619 -10.739 26.576
H -4.825 -13.013 25.395
N -9.631 -18.477 17.208
C -10.448 -17.544 16.661
C -11.041 -16.453 17.370
C -10.716 -16.355 18.755
C -9.950 -17.319 19.374
C -9.425 -18.351 18.553
H -10.649 -17.600 15.602
H -11.660 -15.696 16.911
H -10.989 -15.487 19.335
H -9.793 -17.193 20.435
H -8.777 -19.072 19.029
N -3.225 -11.901 22.911
C -4.314 -11.026 22.928
C -4.415 -9.700 23.498
C -3.311 -9.348 24.266
C -2.151 -10.097 24.298
C -2.197 -11.313 23.651
H -5.279 -11.285 22.519
H -5.352 -9.175 23.384
H -3.358 -8.463 24.885
H -1.300 -9.737 24.858
H -1.260 -11.845 23.576
N -2.851 -15.506 21.063
C -2.845 -15.672 19.681
C -2.714 -16.867 19.046
C -2.441 -18.066 19.768
C -2.380 -17.982 21.176
C -2.618 -16.714 21.729
H -3.087 -14.834 19.044
H -2.827 -16.856 17.972
H -2.139 -19.016 19.351
H -2.269 -18.841 21.821
H -2.578 -16.733 22.808
N -3.150 -18.662 25.195
C -3.335 -19.725 24.387
C -2.521 -20.864 24.434
C -1.429 -20.861 25.310
C -1.115 -19.742 26.029
C -1.992 -18.629 25.971
H -4.272 -19.779 23.851
H -2.676 -21.680 23.743
H -0.683 -21.640 25.252
H -0.161 -19.654 26.526
H -1.712 -17.770 26.563
N -7.572 -16.982 28.156
C -8.810 -17.319 27.674
C -9.906 -17.565 28.467
C -9.791 -17.611 29.854
C -8.557 -17.293 30.360
C -7.490 -16.945 29.541
H -9.027 -17.266 26.617
H -10.869 -17.754 28.016
H -10.629 -17.693 30.530
H -8.425 -17.406 31.426
H -6.527 -16.638 29.921
*
```

* expectation value of S²: 8.775
* largest force on an atom: 6.27 eV/Å
* orbital gap (alpha / beta): 5.5 / 4.1 eV
* energy: -294447.2901 eV

No. 2
Density functional theory data (ωB97M-V/def2-TZVPD) for a gas-phase ion, C8H10FO3S (charge -1).

Geometry as ORCA input:
```
! wB97M-V def2-TZVPD RIJCOSX def2/J DEFGRID3
* xyz -1 1
C 1.033 1.937 1.038
C 0.238 1.085 1.720
C -1.027 -0.135 -1.333
C 1.458 0.241 -0.846
C 1.355 1.780 -0.410
C -0.509 -0.087 1.203
C 0.177 -0.487 -0.515
C -2.052 -1.276 -1.311
O -0.998 -2.649 1.496
O -1.116 0.814 -2.092
O 1.278 -1.870 2.020
F 2.493 2.473 -0.764
S -0.144 -1.704 2.279
H 1.641 2.711 1.320
H 0.040 1.086 2.805
H 1.550 -0.010 -1.933
H 2.265 -0.200 -0.179
H 0.482 2.293 -1.109
H -1.702 -0.030 1.151
H 0.314 -1.576 -0.552
H -2.001 -1.764 -0.259
H -1.816 -1.775 -2.208
H -2.958 -0.858 -1.521
*
```

* largest force on an atom: 5.10 eV/Å
* relative energy (zero: lowest compared OMol25 entry of this formula, charge and spin): 13.9 kcal/mol
* orbital gap: 7.4 eV
* energy: -28152.2369 eV